The following is a DFT calculation (ωB97M-V with the def2-TZVPD basis set) of an isolated ion of composition C9H20N5 and charge +1.

Positions of all 34 atoms, in Å:
C 1.552 -0.864 -0.977
C 1.332 -1.628 0.352
C -2.736 -0.369 0.688
C 0.119 0.755 -0.069
C -2.513 -1.133 -0.672
C -3.158 -1.045 1.915
C 0.878 1.042 -2.475
C -0.307 3.280 -0.176
C 3.470 -0.840 1.423
N -2.616 0.891 0.693
N -2.014 1.851 0.123
N 0.822 0.406 -1.126
N -0.791 1.884 -0.139
N 2.031 -1.160 1.487
H 2.570 -0.721 -1.098
H 1.085 -1.535 -1.856
H 0.251 -1.700 0.606
H 1.788 -2.706 0.111
H -2.668 -2.202 -0.505
H -1.464 -1.008 -0.736
H -2.962 -0.843 -1.600
H -4.227 -1.047 1.770
H -2.831 -0.495 2.790
H -2.905 -2.074 1.873
H 0.139 1.763 -2.436
H 1.864 1.672 -2.481
H 0.884 0.259 -3.221
H -1.155 3.703 -0.835
H -0.238 3.704 0.761
H 0.660 3.323 -0.564
H 3.842 -1.772 1.033
H 3.968 -0.091 0.864
H 3.789 -0.806 2.462
H 1.543 -0.497 2.014

Calculated values
E_tot = -628.2314 Ha
Total charge = +1
LUMO level (spin up / spin down) = -3.965 / -3.966 eV
HOMO energy (spin up / spin down) = -11.5 / -11.5 eV
Maximum force = 0.0826 Eh/bohr

The following is a DFT calculation (ωB97M-V with the def2-TZVPD basis set) of C9H20NO3P as an isolated structure.

Positions of all 34 atoms, in Å:
C 1.516 -0.813 -2.176
C 2.706 -1.503 -2.671
C 1.188 0.508 -2.871
C 2.191 -1.263 1.780
C -1.701 1.630 2.210
C -2.118 1.876 -0.194
C -2.714 -0.364 0.893
C 0.681 -1.471 1.856
C -1.808 0.863 0.855
N 0.879 -1.289 -1.131
O 0.855 1.405 0.341
O 0.245 -2.617 1.202
O -0.216 -0.470 -0.852
P -0.066 0.294 0.578
H 2.432 -2.164 -3.547
H 3.182 -2.238 -2.058
H 3.559 -0.921 -3.157
H 1.696 0.577 -3.816
H 0.161 0.701 -2.846
H 1.772 1.241 -2.143
H 2.510 -2.315 1.755
H 2.331 -0.692 0.836
H 2.493 -0.751 2.648
H -2.720 1.848 2.425
H -1.136 1.168 3.083
H -1.105 2.543 2.007
H -2.548 1.379 -1.098
H -1.287 2.578 -0.343
H -3.071 2.486 -0.019
H -2.634 -0.842 -0.091
H -2.360 -0.945 1.789
H -3.652 0.069 1.154
H 0.245 -1.383 2.869
H 0.632 -2.550 0.256

Calculated values
E_tot = -976.6751 Ha
LUMO level = 0.818 eV
HOMO energy = -8.4 eV
Maximum force = 0.0788 Eh/bohr

The following is a DFT calculation (ωB97M-V with the def2-TZVPD basis set) of an isolated ion of composition C9H20NOS and charge +1.

Positions of all 32 atoms, in Å:
C 1.269 -1.355 -0.338
C -0.142 -1.307 -0.938
C 1.982 0.027 -0.225
C 1.278 1.230 1.542
C -1.283 -1.051 0.016
C 3.328 0.023 -0.769
C 1.180 1.569 2.978
C -2.131 0.892 -1.695
C -3.718 -0.966 -0.728
N -2.453 -0.141 -0.601
O 2.055 0.356 1.098
S -0.625 0.044 1.415
H 1.487 -1.767 0.579
H 1.832 -1.952 -1.004
H -0.167 -0.784 -1.971
H -0.453 -2.363 -1.210
H 1.394 0.770 -0.741
H 1.113 1.951 0.703
H 4.054 -0.493 -0.162
H 3.568 1.043 -0.778
H 3.345 -0.442 -1.712
H 1.509 2.663 3.084
H 1.837 0.998 3.676
H 0.159 1.367 3.197
H -1.272 1.578 -1.340
H -1.899 0.412 -2.575
H -2.917 1.668 -1.712
H -3.682 -1.674 -1.499
H -3.779 -1.514 0.150
H -4.496 -0.270 -0.640
H -2.571 0.430 0.221
H 0.198 -0.939 1.980

Calculated values
E_tot = -882.6534 Ha
Total charge = +1
LUMO level = -3.100 eV
HOMO energy = -10.9 eV
Maximum force = 0.0884 Eh/bohr

The following is a DFT calculation (ωB97M-V with the def2-TZVPD basis set) of C9H20NPSi in the gas phase.

Positions of all 32 atoms, in Å:
C 3.196 -1.600 -1.937
C 1.898 -2.353 -2.272
C 3.049 -0.692 -0.819
C 0.657 -1.497 -2.423
C 1.965 0.278 -1.129
C 0.671 -0.561 -1.124
C -0.949 2.273 2.598
C -3.588 2.150 1.085
C -3.011 -0.060 2.895
N -1.096 0.214 0.632
Si -2.181 1.131 1.653
P -0.917 0.449 -0.948
H 3.960 -2.367 -1.879
H 3.442 -1.067 -2.858
H 2.081 -2.984 -3.125
H 1.633 -3.150 -1.468
H 2.899 -1.230 0.075
H 4.095 -0.220 -0.711
H 0.633 -0.896 -3.293
H -0.303 -2.149 -2.413
H 1.730 0.988 -0.369
H 2.248 0.809 -2.031
H 0.910 -1.159 -0.262
H -1.444 3.204 2.496
H -0.718 1.753 3.605
H -0.011 2.357 2.137
H -3.692 3.179 1.473
H -3.301 2.346 0.128
H -4.472 1.569 0.837
H -3.568 0.598 3.532
H -3.653 -0.836 2.516
H -2.167 -0.479 3.401

Calculated values
E_tot = -1040.4913 Ha
LUMO level = -0.376 eV
HOMO energy = -8.8 eV
Maximum force = 0.0788 Eh/bohr
SMILES = C[Si](C)(C)/N=P/C1CCCCC1

The following is a DFT calculation (ωB97M-V with the def2-TZVPD basis set) of a 3-piece molecular cluster, C9H20O9S2 overall.

Positions of all 40 atoms, in Å:
O 3.173 2.393 -2.181
S 2.737 2.559 -0.820
O 2.833 3.864 -0.115
O 1.104 2.184 -0.695
C 0.385 2.419 0.511
C -1.071 2.351 0.029
C 3.468 1.396 0.203
H 0.474 3.311 0.890
H 0.450 1.645 1.266
H -1.434 1.314 -0.446
H -1.392 3.006 -0.845
H -1.641 2.343 1.046
H 4.288 1.667 0.603
H 3.713 0.565 -0.347
H 2.834 1.155 1.001
O -0.228 -2.889 1.173
S -0.840 -1.865 1.987
O -0.493 -0.504 1.756
O -2.424 -2.024 1.663
C -3.005 -1.106 0.684
C -4.458 -1.446 0.421
C -0.827 -2.186 3.708
H -2.192 -0.872 -0.196
H -2.915 -0.012 1.266
H -5.037 -0.646 -0.211
H -5.008 -1.267 1.339
H -4.653 -2.324 -0.203
H -0.032 -1.672 4.263
H -0.760 -3.221 3.627
H -1.740 -2.090 4.221
C 0.795 -0.118 -3.009
C 0.948 -1.184 -1.873
O 2.325 -1.477 -1.856
C 2.883 -0.979 -3.021
O 4.070 -1.302 -3.450
O 2.020 -0.329 -3.713
H 0.864 0.874 -2.551
H -0.132 -0.468 -3.408
H 0.261 -2.094 -1.837
H 0.658 -0.974 -0.882

Calculated values
E_tot = -1828.2696 Ha
LUMO level = 0.067 eV
HOMO energy = -10.2 eV
Maximum force = 0.1429 Eh/bohr
SMILES = CCOS(C)(=O)=O.CCOS(C)(=O)=O.O=C1OCCO1

The following is a DFT calculation (ωB97M-V with the def2-TZVPD basis set) of a 2-piece molecular cluster, C9H20Si overall.

Positions of all 30 atoms, in Å:
C 0.269 -3.309 1.919
C -0.925 -3.268 1.812
C 2.142 1.481 0.117
C 2.743 -0.891 0.119
C -1.486 1.230 -2.368
C -2.586 -0.565 0.082
C -1.320 2.043 0.648
C 0.463 -0.204 -0.743
C 1.637 0.041 0.345
Si -1.177 0.600 -0.490
H 1.241 -2.951 2.061
H 0.327 -1.346 -0.769
H -1.955 -3.418 1.873
H 2.131 2.023 1.090
H 3.234 1.419 -0.274
H 1.487 1.944 -0.614
H 3.163 -0.696 -0.864
H 2.486 -2.035 0.213
H 3.414 -0.794 1.023
H -2.442 1.776 -2.649
H -0.578 1.874 -2.666
H -1.551 0.297 -2.979
H -2.827 -1.414 -0.589
H -2.478 -0.881 1.096
H -3.564 -0.073 -0.049
H -1.631 1.610 1.707
H -0.456 2.645 0.951
H -2.079 2.768 0.364
H 0.981 0.258 -1.706
H 1.335 -0.165 1.342

Calculated values
E_tot = -644.2904 Ha
LUMO level = 0.926 eV
HOMO energy = -9.8 eV
Maximum force = 0.0712 Eh/bohr
SMILES = CC(C)C[Si](C)(C)C.C#C

The following is a DFT calculation (ωB97M-V with the def2-TZVPD basis set) of C9H21BN3O5PPt as an isolated structure.

Positions of all 41 atoms, in Å:
C -3.577 1.035 -2.131
C -2.195 1.683 -1.906
O -1.230 1.320 -2.887
C -0.807 -0.007 -2.826
C 0.422 -0.226 -1.909
C 0.171 -0.868 -0.547
O -1.145 -0.679 -0.046
N 0.380 -2.335 -0.456
C 0.299 -2.569 0.933
O -0.115 -3.533 1.502
C 0.864 -1.314 1.700
N 2.124 -1.607 2.401
B -0.024 -0.674 2.869
N -1.031 -1.392 3.529
O 0.231 0.660 3.228
C 1.182 -0.457 0.542
P 1.558 1.331 0.803
C 3.020 1.705 -0.165
O 0.402 2.228 0.232
H -3.482 0.396 -3.004
H -4.360 1.767 -2.251
H -3.776 0.352 -1.308
H -1.844 1.555 -0.884
H -2.342 2.752 -2.031
H -1.591 -0.719 -2.560
H -0.493 -0.277 -3.828
H 1.080 -0.909 -2.444
H 0.949 0.722 -1.856
H -1.761 -1.252 -0.512
H -0.339 -2.907 -0.895
H 1.912 -2.221 3.187
H 2.482 -0.742 2.803
H -1.553 -0.796 4.160
H -1.698 -1.811 2.893
H -0.431 1.188 2.761
H 2.132 -0.848 0.156
H 3.071 2.733 -0.510
H 3.116 1.043 -1.024
H 3.804 1.420 0.545
H 0.643 2.659 -0.606
Pt 3.952 1.593 2.341

Calculated values
E_tot = -1380.7647 Ha
Total charge = +2
LUMO level = -11.613 eV
HOMO energy = -15.6 eV
Maximum force = 0.0417 Eh/bohr

The following is a DFT calculation (ωB97M-V with the def2-TZVPD basis set) of C9H21I2NdO3P2 as an isolated structure.

Positions of all 38 atoms, in Å:
I 0.263 0.941 2.786
I 0.239 0.585 -2.516
Nd 1.527 -0.813 0.445
P 2.409 2.093 0.020
C 1.464 3.661 0.025
C 3.649 2.470 1.326
H 4.309 3.273 0.979
H 4.129 3.160 -1.324
H 4.240 1.561 1.510
H 3.951 1.424 -1.719
H 0.914 3.764 0.972
H 3.137 2.757 2.250
C 3.407 2.352 -1.494
H 2.152 4.519 -0.085
H 2.758 2.602 -2.343
H 0.747 3.671 -0.809
P -0.718 -2.536 0.713
C -2.525 -2.488 0.977
C -0.578 -3.701 -0.680
H 0.910 -3.704 2.131
H -0.678 -4.551 2.066
H -0.475 -3.073 3.081
C -0.184 -3.570 2.143
H 0.480 -3.898 -0.904
H -1.067 -4.642 -0.401
H -2.875 -3.510 1.179
H -3.012 -2.092 0.077
H -1.067 -3.263 -1.559
H -2.736 -1.848 1.846
C -0.511 1.057 0.388
O -1.345 1.869 0.362
C -3.890 0.651 -1.405
O -2.561 0.896 -1.955
C -1.783 -0.152 -2.149
O -2.157 -1.313 -2.065
H -4.296 1.657 -1.299
H -3.776 0.142 -0.439
H -4.448 0.050 -2.131

Calculated values
Multiplicity = 4
E_tot = -2420.1981 Ha
Total charge = +2
LUMO level (spin up / spin down) = -7.981 / -7.694 eV
HOMO energy (spin up / spin down) = -14.8 / -14.8 eV
Maximum force = 0.0687 Eh/bohr

The following is a DFT calculation (ωB97M-V with the def2-TZVPD basis set) of C9H21INO4OsP2 as an isolated structure.

Positions of all 39 atoms, in Å:
C 0.351 -1.599 -5.126
C -0.495 -1.300 -3.884
H 0.610 -0.614 -5.483
H -0.099 -2.191 -5.959
H 1.294 -2.100 -4.854
O -1.210 -0.337 -3.735
I -0.259 -2.965 -2.577
Os 0.090 0.778 0.627
P 2.204 0.161 0.613
C 3.259 1.401 1.429
C 2.095 -1.278 1.705
H 3.070 -1.634 2.033
H 4.242 -0.041 -0.719
H 1.564 -2.066 1.165
H 3.070 -1.370 -1.035
H 2.927 1.549 2.453
H 1.514 -0.982 2.592
C 3.181 -0.301 -0.837
H 4.306 1.089 1.407
H 2.754 0.268 -1.669
H 3.128 2.333 0.872
P -2.051 0.252 0.304
C -3.063 1.808 0.326
C -3.181 -0.855 -0.580
H -1.579 -1.484 1.940
H -2.989 -0.402 2.359
H -1.305 0.216 2.601
C -1.950 -0.442 1.990
H -2.873 -1.889 -0.377
H -4.227 -0.696 -0.253
H -4.150 1.569 0.362
H -2.813 2.279 -0.639
H -3.010 -0.597 -1.643
H -2.712 2.416 1.170
C 0.167 2.607 0.336
O 0.187 3.804 0.321
O -1.634 1.408 4.104
N -0.566 1.036 4.599
O 0.155 0.171 4.060

Calculated values
Multiplicity = 5
E_tot = -1780.8973 Ha
Total charge = +3
LUMO level (spin up / spin down) = -12.063 / -14.986 eV
HOMO energy (spin up / spin down) = -18.6 / -19.4 eV
Maximum force = 0.1502 Eh/bohr

The following is a DFT calculation (ωB97M-V with the def2-TZVPD basis set) of C9H21MgNO6S3 as an isolated structure.

Positions of all 41 atoms, in Å:
Mg 1.064 1.039 -0.793
C 0.834 0.152 1.056
O -0.305 -0.071 0.426
O 1.109 1.441 1.232
O 1.835 -0.443 0.391
C 4.321 -2.277 1.372
C 5.204 -1.293 0.758
N 5.941 -0.632 0.178
H 3.501 -1.843 1.936
H 4.932 -2.868 2.058
H 3.895 -2.922 0.608
C 0.105 -1.636 -4.140
S 1.331 -1.278 -2.893
O 1.045 0.161 -2.530
C 0.627 -2.285 -1.610
H 0.171 -0.873 -4.909
H -0.878 -1.604 -3.670
H 0.315 -2.632 -4.525
H 1.322 -2.446 -0.795
H 0.254 -3.200 -2.071
H -0.222 -1.730 -1.197
C 0.489 4.632 -0.663
S -0.869 3.539 -1.072
O -0.286 2.195 -1.405
C -1.485 3.355 0.583
H 0.849 5.132 -1.563
H 1.313 4.106 -0.184
H 0.096 5.422 -0.024
H -0.726 2.908 1.229
H -2.382 2.739 0.579
H -1.774 4.331 0.981
C -2.471 -0.729 3.088
S -3.775 -1.852 2.628
O -5.050 -1.250 3.090
C -3.555 -1.468 0.895
H -1.523 -1.071 2.650
H -2.291 -0.643 4.157
H -2.553 0.251 2.617
H -3.544 -0.412 0.646
H -4.268 -2.048 0.305
H -2.597 -1.900 0.582

Calculated values
E_tot = -2256.3292 Ha
LUMO level = 0.022 eV
HOMO energy = -7.9 eV
Maximum force = 0.1475 Eh/bohr

The following is a DFT calculation (ωB97M-V with the def2-TZVPD basis set) of an isolated ion of composition C9H21N2S and charge +1.

Positions of all 33 atoms, in Å:
C -3.273 -0.530 0.128
C 0.546 -2.098 0.086
C -0.851 -1.560 -0.488
C 1.413 -0.930 0.192
C 2.487 -0.669 -0.547
C 3.127 1.956 -0.042
C 4.537 -0.151 0.694
C -5.246 1.115 0.381
C 3.599 0.383 -0.376
N 1.045 0.146 1.115
N -4.064 0.797 -0.362
S -1.634 -0.307 0.659
H -3.277 -1.240 -0.718
H -3.897 -0.950 0.830
H 0.279 -2.664 0.911
H 0.925 -2.799 -0.616
H -0.592 -1.141 -1.478
H -1.613 -2.266 -0.679
H 0.580 -0.131 1.907
H 2.806 -1.316 -1.316
H 3.809 2.355 0.619
H 2.077 2.122 0.374
H 3.003 2.476 -1.031
H 4.779 -1.237 0.646
H 4.048 0.133 1.585
H 5.534 0.341 0.647
H -5.876 0.307 0.556
H -4.961 1.396 1.320
H -5.727 1.905 -0.128
H 4.032 0.468 -1.431
H 1.904 0.623 1.305
H -3.275 1.554 -0.177
H -4.295 0.701 -1.364

Calculated values
E_tot = -862.8669 Ha
Total charge = +1
LUMO level = -3.267 eV
HOMO energy = -10.8 eV
Maximum force = 0.0844 Eh/bohr
SMILES = C[NH2+]CSCC/C(N)=C/C(C)C

The following is a DFT calculation (ωB97M-V with the def2-TZVPD basis set) of C9H21N3O in the gas phase.

Positions of all 34 atoms, in Å:
C -0.795 2.166 0.387
C -1.429 1.468 -0.854
C -2.779 0.971 -0.473
C -2.804 -0.143 0.515
C -2.309 -1.400 -0.273
C 0.139 -1.216 0.562
C 1.700 -1.526 0.373
C 2.398 -0.033 0.545
C 2.108 1.109 -0.490
H -0.170 2.927 -0.045
H 0.090 1.422 0.876
H -1.608 2.422 1.145
H -1.342 2.380 -1.659
H -0.731 0.799 -1.217
H -3.243 0.509 -1.346
H -3.328 1.728 -0.111
H -2.154 0.232 1.302
H -3.896 -0.367 1.064
H -3.025 -1.434 -1.228
H -2.788 -2.455 0.176
H -0.271 -2.186 -1.491
H 2.207 -2.260 1.051
H 2.970 -1.215 -1.297
H 2.253 -3.050 -0.858
H 3.480 -0.195 0.540
H 1.799 0.614 1.370
H 2.556 0.909 -1.409
H 0.985 0.908 -0.864
H 2.422 3.000 -0.644
H 2.124 2.657 0.871
N -0.793 -1.651 -0.612
N 2.078 -2.020 -0.934
N 2.528 2.282 0.007
O -0.299 -0.749 1.599

Calculated values
E_tot = -594.7890 Ha
LUMO level = 0.760 eV
HOMO energy = -8.8 eV
Maximum force = 0.1361 Eh/bohr
SMILES = CCCCCNC(=O)[C@@H](N)CCN

The following is a DFT calculation (ωB97M-V with the def2-TZVPD basis set) of C9H21N3O3Sn as an isolated structure.

Positions of all 37 atoms, in Å:
Sn 1.414 1.790 -0.330
C -4.378 -1.301 1.092
C -3.053 -1.933 0.788
O -2.156 -1.192 0.409
N -2.892 -3.246 0.960
C -1.653 -4.001 0.998
H -5.069 -1.077 0.279
H -4.116 -0.412 1.667
H -5.047 -1.888 1.721
H -3.663 -3.830 1.253
H -1.911 -4.996 0.634
H -1.210 -3.990 1.993
H -1.004 -3.451 0.316
C 1.807 3.255 6.243
C 1.381 3.907 4.943
O 1.440 3.291 3.916
N 0.757 5.105 4.927
C 0.266 5.787 3.682
H 1.176 2.403 6.494
H 1.880 3.923 7.101
H 2.842 2.932 6.125
H 0.558 5.556 5.808
H 0.007 6.826 3.885
H -0.665 5.384 3.285
H 1.064 5.772 2.939
C 0.376 -1.662 -6.283
C 1.338 -1.647 -5.098
O 1.029 -1.146 -4.056
N 2.545 -2.183 -5.203
C 3.226 -2.658 -6.386
H 0.707 -2.224 -7.157
H 0.054 -0.659 -6.563
H -0.576 -2.106 -5.991
H 3.149 -2.057 -4.404
H 3.195 -3.746 -6.441
H 4.286 -2.424 -6.282
H 2.895 -2.102 -7.264

Calculated values
E_tot = -959.0578 Ha
Total charge = +2
LUMO level = -11.722 eV
HOMO energy = -14.3 eV
Maximum force = 0.0715 Eh/bohr